# 1
A 2-piece molecular cluster, CH4ClP overall, computed with ωB97M-V with the def2-TZVPD basis set.

Properties
LUMO energy (eV): 0.24
Energy relative to the best compared isomer or geometry (same formula, charge and spin) (kcal/mol): 31.3
Maximum force (eV/Å): 2.50
SMILES: C=P.Cl
Orbital gap (eV): 10.13
Energy (eV): -22911.3195
HOMO (eV): -9.891

Element x y z (Å)
C 0.39 2.27 0.17
P 1.26 0.85 0.31
H 0.50 3.22 0.84
H -0.32 2.20 -0.60
H 0.60 0.04 -0.80
Cl -4.28 -0.15 -0.09
H -5.48 -0.65 -0.09


# 2
A 2-piece molecular cluster, CH4ClP overall, computed with ωB97M-V with the def2-TZVPD basis set.

Properties
LUMO energy (eV): 0.41
Energy relative to the best compared isomer or geometry (same formula, charge and spin) (kcal/mol): 66.0
Maximum force (eV/Å): 4.86
Orbital gap (eV): 10.35
Energy (eV): -22909.8143
HOMO (eV): -9.945

Element x y z (Å)
C -0.57 -0.09 0.07
P 1.17 0.41 0.46
Cl -1.73 1.16 0.45
H -0.70 -0.50 -1.02
H -0.99 -1.35 1.08
H 1.80 -0.79 -0.33
H 1.01 1.16 -0.72